Below is a cluster of 15 separate species, C21H56F10N14O30PS4 in total, with properties calculated with ωB97M-V with the def2-TZVPD basis set.

## Properties
2S+1	2
gap between HOMO and LUMO (spin up / spin down)	2.06 / 6.10	eV
charge	-2
LUMO level (spin up / spin down)	2.2 / 2.2	eV
⟨S²⟩	0.753

Each line ends with the Löwdin spin population.
Element x y z (Å)
H: 3.308179 -1.220615 -3.296771  0.000
F: 4.627049 4.350917 -4.051723  0.000
O: 3.324396 -3.425517 0.707672  0.000
C: -2.354518 3.461810 -2.343518  0.000
N: -0.718377 2.170011 4.113637  0.000
H: 5.492459 -1.771723 0.618108  0.000
C: 4.642304 -5.582223 -2.411948  0.000
N: -1.542873 -2.604773 4.442610  0.000
H: 2.345446 5.595818 1.249500  0.025
N: -5.049738 -2.551917 -0.352696  0.000
C: -4.579245 2.275979 -2.813176  0.000
C: -6.608448 -3.085855 5.151567  0.000
H: -5.974609 -0.352006 2.699548  0.000
H: -1.360836 2.949109 4.094693  0.000
O: -3.294093 -1.081098 -5.342909  0.000
H: 3.719141 -0.979165 2.836238  0.000
S: 3.251752 1.567216 -6.065812  0.000
C: -4.957048 -0.732998 2.786327  0.000
H: 2.614846 4.319004 -2.045920  0.001
C: 2.048366 0.223460 -1.188194  0.002
H: -0.951034 -0.302281 -1.899819  0.000
H: -5.483964 1.541445 -0.789080  0.000
F: -1.486594 -6.264911 -1.062111  0.000
H: -5.246145 -2.770120 2.880792  0.000
H: -4.487165 -0.013362 3.456724  0.000
O: -1.020796 1.962621 6.537508  0.000
O: 3.149671 2.939171 -0.081686  0.315
N: -3.159819 2.161069 -2.316166  0.000
S: -0.883762 0.504637 -4.648703  0.000
H: 1.924931 1.095162 -1.830846  0.001
C: -0.337729 1.693693 5.545822  0.000
C: 1.591140 -2.579071 2.248690  0.000
O: 3.441186 2.416074 -3.382173  0.000
O: -3.445051 2.081273 0.563090  0.000
N: 3.511825 -4.581107 -2.536137  0.000
H: 2.971554 -4.820340 -3.355268  0.000
S: -2.487751 -1.180663 -4.158307  0.000
O: 4.165417 1.550387 2.506508  0.001
O: -5.334763 -1.054386 5.663788  0.000
H: 3.693304 5.594038 -1.514999  0.015
H: -7.098157 -2.746269 6.064231  0.000
O: 4.757097 -2.683241 -1.812632  0.000
H: 5.191732 4.714058 1.941209  0.005
H: 2.880799 -4.743722 -1.764473  0.000
N: -0.030581 3.520739 0.521066  0.001
C: -1.208527 -0.989671 0.176824  0.000
H: 2.972092 -0.342180 -1.310200  0.000
O: -3.082642 3.876935 1.461639  0.000
H: 2.078772 -2.469891 -3.573878  0.000
N: 3.054403 4.876734 1.269432  0.063
F: 0.253544 -4.268163 -2.964668  0.000
H: 1.538650 -3.227859 3.122994  0.000
C: 0.842800 0.775332 5.523271  0.000
O: -5.875774 -1.719104 -0.055625  0.000
H: -3.982828 -2.192200 3.836728  0.000
O: -5.271107 -3.279587 -1.297593  0.000
O: -1.593173 1.044191 -5.838445  0.000
F: 3.447407 1.571919 -7.694647  0.000
C: 3.864986 -3.127727 -2.523339  0.000
H: -1.342828 3.175005 -2.056598  0.000
O: 0.266647 3.722905 1.681667  0.005
C: 4.443508 5.465806 1.689921  0.075
H: 1.279308 -1.587620 2.577143  0.000
C: -5.666260 -1.933311 4.869009  0.000
H: 4.252129 -0.330363 0.570391  0.000
H: -6.438784 2.443968 -1.827733  0.000
H: 5.157832 -5.435995 -3.361128  0.000
F: -1.825829 -4.250376 -2.320937  0.000
N: 3.840266 3.111138 -5.814460  0.000
N: -4.929822 -2.050800 3.515310  0.000
F: -0.169871 -4.323724 -0.674280  0.000
H: -4.281020 -0.654847 1.934877  0.000
O: 1.803686 1.528447 -5.908248  0.000
H: -5.990565 -3.979910 5.235114  0.000
O: -4.758859 2.975697 -3.823537  0.000
O: 2.150944 1.001942 2.651961  0.001
H: 3.605452 -2.290686 -4.550706  0.000
O: -0.423225 -2.662326 4.917642  0.000
S: 4.363196 2.791277 -4.409068  0.002
H: -3.114875 1.825750 -1.364517  0.000
O: 0.244932 -0.387465 -4.782521  0.000
C: 3.000272 -2.678737 1.630642  0.000
N: -0.464685 -0.269001 -1.015253  0.000
H: -2.124888 0.580321 3.962674  0.000
C: 3.141597 4.160484 -0.046586  0.372
O: 5.703499 2.156008 -4.440209  0.000
F: -0.838196 -6.179519 -3.285321  0.000
O: 3.918824 0.344153 -5.750750  0.000
H: -1.470428 -2.031609 -0.007237  0.000
O: -0.159719 2.327663 0.190175  0.002
C: 4.907376 -1.003343 1.123436  0.000
N: 4.081926 -1.712566 2.244113  0.000
C: 3.149472 -2.266134 -3.560969  0.000
P: -0.602328 -5.225995 -1.997213  0.000
H: -2.176609 -0.493573 0.107485  0.000
O: 2.767736 2.872330 3.345574  0.006
N: 3.007223 1.856071 2.794977  0.001
N: -1.738383 0.241576 -3.437676  0.000
O: -4.526540 2.514301 2.348223  0.000
C: 0.957083 -0.743939 -1.217013  0.000
H: 0.858831 -2.939425 1.526218  0.000
H: -2.257649 3.698045 -3.403194  0.000
O: -4.084007 -2.751462 0.458132  0.000
H: -1.807009 1.467840 2.380932  0.000
H: -2.737037 4.220215 -1.660434  0.000
O: -1.721464 -2.438140 -4.093487  0.000
H: 4.789282 6.185674 0.948083  0.006
H: 1.930126 5.723436 -1.112804  0.015
H: -6.118750 0.758650 -2.261164  0.000
H: -2.704641 1.460044 -2.883163  0.000
H: -0.760329 -0.903911 1.166704  0.000
O: -2.558580 -2.930448 5.065346  0.000
O: -0.225025 4.484212 -0.189564  0.006
H: 4.752721 -2.268460 2.755129  0.000
F: 0.748876 -6.101894 -1.901411  0.000
H: 0.689782 -0.128052 4.932863  0.000
H: 4.255638 6.041667 2.596121  0.017
C: -5.674480 1.667310 -1.854893  0.000
F: -3.510470 -1.376435 -2.954694  0.000
F: -0.142814 1.782512 -3.947497  0.000
C: -1.397145 1.048046 3.299568  0.000
H: -0.369534 0.716104 -0.813709  0.000
H: 5.278686 -5.295951 -1.574588  0.000
N: -3.684613 2.816659 1.520882  0.000
H: 1.795013 1.228834 5.248096  0.000
H: 4.198230 -6.572144 -2.307225  0.000
C: 2.779676 5.056736 -1.260633  0.055
O: 1.149824 -1.942766 -1.263964  0.000
H: 0.943177 0.455562 6.560471  0.000
H: 1.935530 0.643520 -0.188733  0.001
H: 0.070212 2.503864 3.578134  0.000
H: 2.764321 4.125150 1.878598  0.002
O: -1.794527 -2.000041 3.460377  0.000
H: -7.352494 -3.123010 4.355888  0.000
H: 5.738624 -0.381246 1.455293  0.000
H: -0.575282 0.377244 3.049190  0.000

Atomic forces in eV per Å
-0.1 -0.1 0.3
0.4 -0.5 0.1
-0.3 2.7 3.4
0.6 -1.2 -0.9
-1.1 -0.6 0.7
-1.1 -0.2 -0.7
-0.2 1.1 -0.5
-1.3 0.9 2.9
-0.4 0.5 0.2
0.4 -2.0 1.3
-0.9 2.2 -0.9
0.2 1.8 -0.1
0.1 -0.5 -0.7
-0.4 0.5 0.5
0.5 1.4 1.1
-0.8 0.6 0.3
-4.6 -0.2 -4.3
0.8 1.7 1.2
-0.3 0.3 -0.2
-0.6 0.6 0.3
-0.7 -0.5 -0.9
1.1 -0.3 -0.3
1.1 1.1 -0.6
0.0 -0.6 -0.2
-0.1 -0.1 0.4
1.9 -0.3 -3.8
-0.3 -2.8 0.8
-1.2 2.1 0.6
5.9 5.0 -5.6
0.2 -0.1 -0.2
-1.6 0.3 1.4
0.9 0.0 -0.4
0.0 -0.6 -0.3
-0.1 -3.3 -1.7
0.5 -0.8 0.9
-0.6 0.2 -0.4
-1.3 -6.0 1.3
1.7 -0.2 -0.6
-1.1 -2.6 -3.0
-0.2 0.5 -0.3
0.0 -0.7 0.2
-2.1 -2.3 -1.2
-0.5 -0.3 -0.5
-1.0 0.0 0.6
-0.5 -0.2 0.4
-1.1 0.5 -1.6
0.0 0.5 -0.1
0.4 2.0 1.9
0.0 -0.2 -0.3
2.5 -0.3 -0.7
1.4 1.2 -0.4
0.1 -0.1 0.1
0.2 -0.2 1.2
-1.8 2.9 0.8
1.6 -0.8 -0.1
0.8 -0.9 -1.3
1.8 -1.4 3.1
0.0 0.4 0.8
2.1 3.5 -0.4
-0.1 0.1 0.4
1.0 0.4 3.4
-1.6 0.3 0.5
0.5 0.2 0.0
1.4 1.2 1.6
0.0 -0.5 -0.2
-0.3 0.0 -0.5
0.4 -0.6 0.2
-0.3 -1.2 1.0
-1.4 -3.3 -1.4
-1.1 2.1 0.6
-0.2 -1.0 -0.6
-0.8 -0.9 -0.4
2.3 0.6 -0.2
-0.3 -0.1 0.1
0.4 -2.8 3.5
-2.7 -2.2 -0.6
0.0 -0.7 -0.1
1.9 -1.0 0.5
5.2 2.0 3.5
-0.5 -0.1 1.0
-1.7 0.2 -0.2
-1.0 -1.6 -2.3
1.8 -1.3 2.5
0.0 0.0 -0.3
0.0 3.4 -2.0
-2.5 1.2 0.6
-1.6 -0.1 -0.4
1.0 0.4 0.8
0.7 -0.1 -0.6
-0.4 -1.0 -1.5
0.5 -0.3 0.2
1.1 0.2 -2.1
-0.1 0.0 0.9
-1.2 0.3 -0.7
0.0 0.1 0.7
-1.3 4.5 1.9
2.2 -3.1 -0.3
-3.9 -4.1 0.4
-0.6 -0.3 1.6
0.1 -2.8 -0.3
0.2 -0.2 -0.2
-0.4 0.6 0.2
0.4 0.1 -0.4
0.0 0.1 0.2
-0.2 -0.3 -0.3
-0.6 3.8 0.1
-0.2 -0.5 -0.3
-0.2 0.1 0.0
0.2 0.0 -0.1
0.8 -0.8 -0.9
0.4 0.5 -0.5
-1.3 -2.2 2.3
-0.2 0.3 -1.9
0.0 -0.3 0.4
1.8 -0.8 2.1
-0.2 0.2 -0.3
0.0 0.1 0.3
0.0 1.1 -1.0
0.2 0.8 -0.2
-0.8 -0.2 -0.4
1.0 0.1 0.6
-0.2 1.2 0.6
-0.2 -0.1 -0.1
0.3 1.2 -1.9
-0.3 0.4 -0.4
0.1 0.2 0.0
1.1 -1.2 1.0
-0.7 1.5 0.2
0.0 -0.1 0.0
0.5 0.5 0.4
1.2 0.1 -0.7
-0.2 -0.1 1.0
0.5 2.6 -5.9
0.1 -0.4 -0.1
-0.6 0.2 1.2
-0.3 -0.1 0.0